[1]
Below is a cluster of 3 separate species, C19H33BF10NO8 in total at a distorted geometry, with properties calculated with wB97M-V/def2-TZVPD.

Geometry as ORCA input:
```
! wB97M-V def2-TZVPD RIJCOSX def2/J DEFGRID3
* xyz -1 1
F 0.980 -6.303 -1.931
N 1.008 -3.282 -0.761
C 1.070 -2.032 -1.599
H 1.003 7.851 4.256
C -2.469 6.430 4.540
H -2.459 -0.969 1.025
H -2.092 5.557 5.080
B -0.199 -3.334 0.156
F 4.252 -5.424 1.341
O -0.982 -4.619 0.216
O -0.654 -2.237 1.046
C 1.595 -0.682 -0.836
F 1.054 -8.696 -2.555
H 2.772 -2.758 0.580
C 0.590 7.522 3.299
C 1.745 -2.263 -3.109
C 3.335 -7.481 -2.059
C -1.247 7.915 1.852
H -1.880 7.302 4.835
H 1.251 -0.618 0.298
H -0.074 -1.792 -1.858
F 5.580 -5.649 -0.627
H 1.956 -4.433 0.800
F 2.370 -7.446 0.394
C 1.780 -7.372 -2.573
H -4.684 1.641 -1.391
H -1.405 3.292 -0.593
C -2.576 7.345 2.357
H 0.222 6.497 3.414
F 3.725 -8.929 -2.238
H 3.780 -1.444 -0.889
F 3.504 0.327 -2.136
C 3.406 -4.426 -0.947
H -3.139 8.099 2.920
H -4.216 2.886 0.631
H -0.691 7.166 1.276
C -1.823 1.235 -1.799
H 2.977 -4.704 -2.001
F 4.204 -6.719 -2.993
H -2.267 1.991 -2.451
F 1.855 -7.005 -4.036
O -2.370 6.168 3.144
O 3.179 -2.368 -3.395
H 3.585 0.199 0.076
H -5.158 2.704 -2.731
C 4.147 -5.650 -0.148
C -4.992 2.660 -1.652
C -3.494 3.435 0.015
H 1.381 7.548 2.546
H -2.629 -2.592 0.076
H 4.248 -3.604 -1.149
H -1.755 2.693 1.036
O -0.454 8.418 2.932
H -3.181 7.050 1.495
H -0.731 1.296 -1.851
O 0.917 -2.419 -4.180
H -2.554 -2.650 1.958
H -1.132 -4.831 1.204
C 2.266 -3.622 -0.023
H -3.518 6.583 4.812
F 4.629 -8.114 0.002
C -2.119 -2.104 1.017
H 1.065 0.241 -1.378
H -1.457 8.761 1.190
H -5.925 2.906 -1.140
C 3.204 -0.416 -0.861
O -2.245 1.383 -0.448
C 3.567 -7.148 -0.471
O -3.991 3.615 -1.315
C -2.132 2.734 0.010
H -2.134 0.248 -2.149
H -3.373 4.433 0.448
*
```

Results
* HOMO-LUMO gap: 6.49 eV
* electronic energy: -65951.77459 eV
* largest force on an atom: 7.52 eV/A

[2]
Below is a structure of composition C19H33Br3CuGeNOSi3, with properties calculated with wB97M-V/def2-TZVPD.

Geometry as ORCA input:
```
! wB97M-V def2-TZVPD RIJCOSX def2/J DEFGRID3
* xyz 0 1
H 3.307 2.253 -1.867
H 3.828 3.877 -1.448
Si -1.324 -1.165 -2.653
C -0.680 1.992 0.706
Br 0.194 4.208 4.760
C -4.002 -1.538 0.628
C 2.733 2.913 0.094
C -1.406 2.945 2.819
C 0.615 2.542 0.950
H 3.794 -0.455 -0.823
H 2.519 4.124 3.262
H -2.607 -1.603 3.629
Br -3.448 1.788 1.221
N 1.520 2.434 -0.062
Si -2.209 -1.637 1.201
H 0.779 -2.332 -3.261
H 1.260 -3.409 1.135
H 3.109 -0.932 2.074
C 3.132 3.500 1.322
Cu 0.545 1.825 -1.890
H -1.731 1.129 -3.503
H -4.651 -1.243 1.455
H -0.819 -3.645 1.770
C -1.672 2.274 1.609
C 1.692 -3.015 0.216
H -1.636 -3.885 0.222
H 4.151 3.848 1.428
C 0.907 3.194 2.161
C 2.793 -0.609 -1.236
H 1.186 -3.489 -0.628
C 0.191 -1.516 -3.688
H -2.700 -2.987 -3.583
H -0.113 -1.815 -4.695
H 4.664 2.501 -0.730
H 2.859 -1.396 -1.989
C -2.365 -2.728 -2.575
H -3.250 -2.605 -1.950
H -1.793 -3.577 -2.194
Br 1.296 2.116 -4.027
H -0.945 -1.130 3.271
H -2.542 -4.009 1.727
H 2.497 0.305 -1.755
H -3.151 0.517 -2.635
H 2.312 0.614 1.787
H 2.741 -3.322 0.183
C -2.347 0.246 -3.323
C -1.984 -1.009 2.954
O -0.888 1.289 -0.423
H -2.212 3.115 3.518
H -4.329 -2.520 0.279
C 3.689 2.867 -1.055
C -0.141 3.362 3.101
H 0.825 -0.632 -3.782
Si 1.617 -1.136 0.127
H -2.257 0.038 3.079
H -4.153 -0.824 -0.182
C 2.160 -0.465 1.796
Ge -0.688 -0.636 -0.385
H -2.795 -0.049 -4.275
H 1.432 -0.698 2.577
C 2.235 3.652 2.332
C -1.742 -3.460 1.221
*
```

Results
* HOMO-LUMO gap: 7.49 eV
* electronic energy: -358697.95218 eV
* largest force on an atom: 0.31 eV/A

[3]
Below is a structure of composition C19H33Br9O7 at a distorted geometry, with properties calculated with wB97M-V/def2-TZVPD.

Geometry as ORCA input:
```
! wB97M-V def2-TZVPD RIJCOSX def2/J DEFGRID3
* xyz 1 2
H 0.265 -1.387 30.030
C 1.576 0.334 18.917
H 1.799 -1.552 30.881
C 4.403 -1.813 23.010
H -4.129 -1.257 21.798
H 1.838 0.576 27.848
H -1.718 3.139 22.856
Br 0.010 -3.584 27.268
C 5.799 -2.964 21.235
H -4.368 4.421 21.285
C -5.638 -4.265 22.427
H 0.760 2.330 21.774
C -4.074 -2.343 21.732
C -0.303 -0.336 24.886
O -6.047 -2.823 20.660
H 5.145 -3.751 21.611
C -5.348 -3.088 21.578
C -4.090 1.654 26.631
H 1.372 0.028 30.118
C 0.639 1.465 21.122
C -2.413 2.709 22.134
H -3.343 -2.467 20.934
C 2.228 -1.385 28.931
H -3.511 5.196 20.079
C -1.884 -3.036 27.574
O 5.478 -2.613 19.908
H 1.358 0.954 18.048
H -6.138 -3.993 23.356
H -1.942 -1.991 27.879
H 4.610 -2.814 23.390
H -0.274 1.598 20.542
H -4.710 -4.794 22.648
O 2.890 -2.358 28.950
H 6.833 -3.272 21.391
Br -5.512 1.724 25.278
C 5.177 -1.354 19.840
Br -3.032 -3.419 25.941
C -2.424 3.643 21.003
H 3.326 -0.180 27.615
O -1.646 3.585 20.074
H -0.442 -1.155 25.591
C 5.490 -1.664 21.993
H -6.295 -4.769 21.719
Br -0.545 1.350 25.881
O 2.820 1.753 20.433
H 6.431 -1.301 22.408
Br -1.565 -0.567 23.367
H 0.749 -0.375 18.960
H 4.314 -1.095 23.824
O 4.842 -0.712 18.841
Br -4.226 3.157 27.878
Br -2.691 -4.002 29.044
H 0.326 0.688 21.820
H 3.396 -1.762 22.597
H -2.182 1.708 21.770
H 2.451 -0.221 18.577
C -3.370 4.815 21.090
Br 1.627 -0.172 24.104
H -3.121 5.480 21.917
H -3.228 1.537 25.973
C 1.304 -1.058 30.045
H -3.316 2.565 22.728
Br -4.183 -0.127 27.565
C 1.811 1.164 20.185
H -3.628 -2.501 22.715
H 2.080 -0.989 26.811
C 2.267 -0.417 27.720
O 4.981 -0.798 20.995
*
```

Results
* HOMO-LUMO gap (spin up / spin down): 7.16 / 3.32 eV
* electronic energy: -664940.44466 eV
* largest force on an atom: 5.61 eV/A

[4]
Below is a structure of composition C19H33BrN2O4ReS at a distorted geometry, with properties calculated with wB97M-V/def2-TZVPD.

Geometry as ORCA input:
```
! wB97M-V def2-TZVPD RIJCOSX def2/J DEFGRID3
* xyz 2 2
H 3.766 -2.160 1.766
H 2.189 -1.363 4.280
H 4.914 -0.039 0.094
H -3.239 3.487 -1.991
H 4.601 0.204 2.624
C -1.296 0.111 0.105
C 3.048 -1.819 3.792
C -1.450 3.036 -0.025
C -3.021 2.430 -1.869
N -0.819 2.039 4.203
C -1.588 2.249 -1.328
H -0.147 2.703 3.795
H -1.466 0.448 -3.251
O 0.189 -0.063 6.848
C -0.567 2.804 -2.335
H 3.705 1.712 2.317
H 0.447 2.592 -2.007
C -0.283 -1.628 -4.567
H -0.519 -0.607 -4.848
O -1.229 0.711 1.267
H 0.718 -1.645 -4.142
C -1.298 -1.433 -2.285
C -0.967 -3.697 -3.362
C 4.014 0.755 1.896
H 2.040 -2.485 2.002
H -3.441 -2.515 -3.472
H -0.467 2.884 0.418
H -0.017 -3.822 -2.848
C 4.745 0.918 0.582
H -0.891 -4.186 -4.329
H -2.970 -1.087 -4.404
C -1.287 -2.219 -3.569
H 3.142 -2.840 4.160
H 4.196 1.559 -0.100
C -1.384 -0.044 -2.295
H -1.748 -4.199 -2.799
Re -0.871 0.136 3.005
C -1.266 -2.074 -1.036
O 1.524 0.445 2.641
C -1.395 0.756 -1.158
H -3.145 1.948 -2.833
Br -1.167 -2.096 1.887
C -2.711 -2.116 -4.171
H -0.268 2.353 6.225
H -1.565 4.097 -0.239
H -0.281 -2.228 -5.472
H 5.716 1.373 0.773
O -0.489 -0.444 4.736
C 2.868 -1.836 2.290
N -0.405 1.658 5.502
S 2.442 -0.175 1.602
H -3.746 2.007 -1.178
H 3.943 -1.276 4.088
H -1.251 -3.147 -0.956
C -0.204 0.312 5.790
H -2.745 -2.701 -5.086
H -0.703 2.391 -3.329
C -1.254 -1.306 0.092
H -0.686 3.881 -2.414
H -1.742 2.495 4.231
H -2.222 2.757 0.688
*
```

Results
* HOMO-LUMO gap (spin up / spin down): 5.71 / 6.66 eV
* electronic energy: -114398.92058 eV
* largest force on an atom: 3.69 eV/A
* energy above the lowest of the compared OMol25 structures with the same formula, charge and spin: 71.6 kJ/mol

[5]
Below is a cluster of 4 separate species, C19H33INO13P in total at a distorted geometry, with properties calculated with wB97M-V/def2-TZVPD.

Geometry as ORCA input:
```
! wB97M-V def2-TZVPD RIJCOSX def2/J DEFGRID3
* xyz 0 1
H -0.643 3.314 -2.292
H -2.016 2.874 2.555
H 4.206 1.357 -5.012
O 0.441 2.324 5.062
N -1.297 1.878 -0.684
H 4.602 -0.956 3.553
C -0.515 -5.428 -0.867
H -1.467 -1.905 0.343
H 4.722 0.808 3.738
H 0.338 -5.276 -2.855
H -3.751 1.081 -1.840
O 2.360 1.075 5.028
P -4.852 2.268 1.612
C -1.088 3.112 1.844
C 2.150 0.347 2.887
H -3.592 1.501 3.355
O -2.554 3.888 -0.125
H 4.143 3.777 -4.574
C 3.853 1.104 -4.005
H -0.686 4.185 2.078
O 0.493 0.772 -4.408
C 1.628 1.109 -4.117
H 3.262 2.078 -2.169
H -6.460 0.721 0.410
C 3.315 2.279 -3.246
H -1.143 -7.426 -1.416
H -5.566 1.773 -0.870
C -5.393 1.165 0.112
O 1.155 -2.814 0.534
O 0.944 0.980 3.277
O -0.090 -4.721 0.287
O 1.988 2.373 -3.738
O 1.081 -3.925 -1.467
H -0.748 -1.263 2.023
C 2.769 -0.006 4.205
H 3.555 4.414 -3.048
H 1.945 -0.533 2.271
C 4.281 -0.102 4.157
H 4.652 0.586 -3.467
C -1.679 2.935 0.302
C 1.181 1.531 4.506
O -4.395 1.119 2.860
H -2.367 2.604 -2.539
H -1.526 -6.965 0.261
H 2.741 1.062 2.303
C -1.286 2.324 -2.117
O -4.422 0.072 0.030
I -6.695 3.632 2.482
H 4.690 -0.210 5.168
C 0.750 -3.736 -0.154
H 1.466 -5.926 -1.636
C -1.891 0.522 -0.443
C -3.416 0.295 -1.045
H -2.571 -1.721 1.857
C 4.076 3.564 -3.502
H 0.125 -7.378 -0.171
H 2.344 -0.926 4.622
H -3.368 -0.747 -1.628
C -0.780 -6.883 -0.539
O 2.711 0.274 -4.130
H -0.882 1.471 -2.813
H -1.429 -4.950 -1.239
C 0.638 -5.227 -1.804
H -1.179 -0.243 -1.022
H -0.286 2.262 2.082
H 5.089 3.511 -3.092
O -2.005 0.168 1.003
C -1.659 -1.223 1.269
*
```

Results
* HOMO-LUMO gap: 7.82 eV
* electronic energy: -65730.69559 eV
* structure (SMILES): CO[C@@H](COCP(O)I)N(C)C(C)=O.C[C@@H]1COC(=O)O1.C[C@@H]1COC(=O)O1.C[C@@H]1COC(=O)O1
* largest force on an atom: 7.95 eV/A

[6]
Below is an isolated molecule of C19H33N3O6S, with properties calculated with wB97M-V/def2-TZVPD.

Geometry as ORCA input:
```
! wB97M-V def2-TZVPD RIJCOSX def2/J DEFGRID3
* xyz 0 1
H -3.536 -2.886 -2.502
C -1.617 -3.436 -1.708
O 0.873 1.407 0.998
H 1.110 4.661 1.578
H 3.363 3.649 1.433
H 1.925 -3.824 1.634
O 2.474 0.194 -0.087
C -0.090 -2.965 0.088
C 4.096 -0.071 3.854
H 4.626 -0.865 4.373
H -0.952 1.469 0.689
H 4.614 0.202 2.939
C -3.598 1.701 -1.180
H 2.810 2.366 2.523
H 3.453 -2.737 3.073
H 2.278 2.313 -1.175
O -1.832 3.238 -0.615
H -3.009 -1.950 -1.098
H -4.857 2.549 0.344
C -4.712 1.590 -0.146
O -0.685 -3.742 0.815
O -1.239 0.857 -2.273
N 0.650 -0.787 0.827
H 3.512 -1.711 1.615
C 1.656 -2.795 1.879
H 1.892 -2.090 -0.149
H -0.621 -2.469 -4.007
C 0.199 -1.829 -2.102
H -1.975 -4.107 -0.925
H 4.000 0.794 4.502
C -0.655 -1.602 -3.347
H 2.038 4.024 -0.792
H -4.180 -0.192 -1.926
H -4.450 0.848 0.605
H -5.645 1.301 -0.626
C 1.536 2.694 0.817
H -0.101 -0.652 1.486
C 0.625 3.690 1.535
C -2.298 2.137 -0.493
O -1.840 1.217 0.346
H 0.644 2.989 -1.124
C -2.107 -1.295 -2.969
H 0.336 -0.869 -1.603
C -2.180 0.091 -2.330
H 1.185 -2.205 -2.402
N -3.388 0.423 -1.833
C -2.681 -2.390 -2.041
C 1.444 0.278 0.536
H 3.559 1.954 0.971
C 1.631 3.025 -0.669
N -0.437 -2.773 -1.198
H -0.241 -0.749 -3.885
C 1.101 -2.145 0.605
C 2.878 -2.074 2.425
H -3.841 2.473 -1.924
H 0.870 -2.833 2.635
H -2.701 -1.241 -3.888
H -1.358 -4.032 -2.588
H -0.314 3.798 1.000
C 2.912 2.662 1.481
S 2.419 -0.628 3.449
H 0.428 3.349 2.549
*
```

Results
* HOMO-LUMO gap: 8.96 eV
* electronic energy: -47832.25293 eV
* structure (SMILES): CSCC[C@H](NC(=O)OC(C)(C)C)C(=O)N1CCC(C(=O)N[C@@H](C)C(=O)O)CC1
* largest force on an atom: 0.82 eV/A
* energy above the lowest of the compared OMol25 structures with the same formula, charge and spin: 0.0 kJ/mol

[7]
Below is a structure of composition C19H33N5O2PS2Ti, with properties calculated with wB97M-V/def2-TZVPD.

Geometry as ORCA input:
```
! wB97M-V def2-TZVPD RIJCOSX def2/J DEFGRID3
* xyz 0 4
H -2.687 0.205 -3.955
H 2.695 -1.116 2.775
H -3.973 1.579 2.256
C -2.198 1.357 -1.181
N -0.307 0.371 -2.135
C 2.921 -1.165 -0.284
N 0.659 -1.889 -1.020
H -1.116 0.722 4.193
H -2.805 1.947 -3.748
H 0.512 -2.776 -2.964
N 2.206 -0.523 0.819
H 0.104 -2.067 2.896
H 0.124 -2.502 -0.416
C -3.429 2.041 -1.074
H -0.377 4.279 -0.094
C 1.942 -1.341 2.018
H 3.905 4.068 1.692
S 1.721 2.340 -0.447
C -1.460 0.190 2.156
C -0.895 4.119 0.853
S 2.241 2.048 2.906
Ti 0.319 0.217 -0.147
H -1.823 3.588 0.646
H 1.288 -0.399 -3.262
H 0.663 -0.541 3.568
C -1.479 0.999 -2.358
C 0.541 -1.094 2.633
H -3.899 2.487 -1.938
H 3.324 6.087 3.041
H -0.237 5.955 1.769
N -1.623 0.850 -0.057
C -1.852 0.171 3.599
C -4.034 2.107 0.179
H 2.486 -2.507 -1.901
H -1.895 -0.849 3.989
H -1.820 6.045 0.972
H 2.064 -2.394 1.760
C 0.076 -1.957 -2.381
C -2.115 1.106 -3.711
H -4.983 2.621 0.275
C 2.086 -2.276 -0.912
H -0.992 -2.150 -2.264
H 4.659 6.421 1.924
H -0.277 -0.626 -4.034
N -0.322 -0.379 1.715
H -1.659 5.221 2.531
H 2.686 0.331 1.101
O -0.117 3.227 1.686
H -1.368 1.256 -4.492
H 3.556 4.964 0.199
C 3.323 4.886 1.263
C -1.164 5.418 1.579
H 3.904 -1.557 0.006
H 3.026 6.999 1.552
P 1.446 3.054 1.432
O 1.922 4.587 1.385
C 3.597 6.181 1.991
H 3.098 -0.381 -1.027
H 2.165 -3.191 -0.322
H -2.822 0.634 3.754
C -2.221 0.869 1.165
C -3.468 1.530 1.303
C 0.228 -0.601 -3.064
*
```

Results
* HOMO-LUMO gap (spin up / spin down): 5.23 / 7.93 eV
* electronic energy: -85863.30599 eV
* largest force on an atom: 0.38 eV/A
* energy above the lowest of the compared OMol25 structures with the same formula, charge and spin: 0.7 kJ/mol